# 1
Formula: C5H10O
Source: the Open Molecules 2025 dataset
Level of theory: ωB97M-V/def2-TZVPD

Calculated values
- Molecular weight: 86.1 g mol⁻¹
- ΔE to the lowest compared entry with this formula, charge and spin: 26.1 kcal per mole
- LUMO: 1.1 eV
- Energy: -7393.6332 eV
- SMILES string: OCCC1CC1

Last column: Mulliken charge in e.
Positions of all 16 atoms, in Å:
O1 1.9905 1.0797 -0.5163  -0.53
C1 1.8596 -0.3140 -0.3041  -0.52
C2 0.4698 -0.8419 -0.6575  -0.64
C3 -0.5988 -0.4100 0.3248  0.07
C4 -1.9845 -0.0725 -0.1409  -0.67
C5 -1.0806 1.0192 0.3584  -0.69
H1 1.4334 1.5228 0.1346  0.34
H2 2.1047 -0.5757 0.7384  0.29
H3 2.6142 -0.7817 -0.9441  0.34
H4 0.5026 -1.9392 -0.7011  0.32
H5 0.2176 -0.4903 -1.6665  0.24
H6 -0.5379 -0.9029 1.2952  0.36
H7 -2.1768 -0.1084 -1.2103  0.23
H8 -2.8289 -0.3653 0.4760  0.27
H9 -0.6835 1.7105 -0.3810  0.35
H10 -1.3025 1.4654 1.3241  0.23

Atoms 1-2, force components in eV/Å:
-0.1 0.2 0.2
0.0 -0.4 0.0


# 2
Formula: C20H47F9NO22P5
Source: the Open Molecules 2025 dataset
Level of theory: ωB97M-V/def2-TZVPD

Calculated values
- Molecular weight: 979.4 g mol⁻¹
- LUMO: -0.4 eV
- Energy: -138940.6773 eV
- SMILES string: O=C(O)NC(F)(F)C(F)(F)C(F)(F)C(F)(F)F.COP(=O)(OC)OC.COP(=O)(OC)OC.COP(=O)(OC)OC.COP(=O)(OC)OC.COP(=O)(OC)OC

Last column: Mulliken charge in e.
Positions of all 104 atoms, in Å:
O1 -1.5536 4.6353 -0.7492  -0.54
C1 -1.4691 3.6755 -0.0595  0.31
O2 -2.3106 3.4925 0.9823  -0.22
N1 -0.4322 2.7699 -0.3253  -0.26
C2 -0.7506 1.3884 -0.2841  0.89
F1 -2.0302 1.1020 -0.6491  -0.41
F2 -0.6543 0.9961 1.0056  -0.19
C3 0.2833 0.5372 -1.0998  0.49
F3 1.3247 1.2813 -1.5230  -0.35
F4 0.8006 -0.3973 -0.2866  -0.28
C4 -0.2941 -0.2351 -2.3216  0.56
F5 -1.0446 -1.2660 -1.9285  -0.22
F6 0.7814 -0.7777 -2.9390  -0.37
C5 -1.0340 0.6414 -3.3889  0.77
F7 -2.3361 0.3996 -3.3630  -0.25
F8 -0.8456 1.9442 -3.1906  -0.26
F9 -0.6087 0.3111 -4.6025  -0.24
H1 -3.1802 3.4406 0.5565  0.25
H2 -0.0930 3.0366 -1.2412  0.32
C6 -1.5605 2.2943 3.7863  -0.32
O3 -1.9807 1.4664 4.8933  -0.30
P1 -1.5018 2.0809 6.3252  1.16
O4 -1.6454 3.5364 6.1979  -0.71
O5 0.0317 1.5634 6.2144  -0.39
C7 0.2771 0.1863 5.8516  -0.54
O6 -1.5733 1.8577 7.9587  -0.31
C8 -2.2094 0.6751 8.4857  -0.65
H3 -1.5960 1.6812 2.8952  -0.22
H4 -2.2407 3.1323 3.6719  0.36
H5 -0.5427 2.6532 3.9304  0.35
H6 0.6037 0.1189 4.8173  0.15
H7 -0.6122 -0.4327 5.9704  0.21
H8 1.0653 -0.1863 6.5033  0.38
H9 -1.7208 -0.2302 8.1160  0.29
H10 -3.2680 0.6548 8.2221  0.29
H11 -2.1179 0.7042 9.5676  0.25
C9 -9.5851 3.5766 -1.2847  -0.66
O7 -8.6733 4.4859 -0.6540  -0.40
P2 -7.1727 3.9220 -0.4593  0.86
O8 -6.8232 3.1535 -1.6572  -0.70
O9 -7.5327 2.9368 0.7881  -0.31
C10 -8.3756 3.3937 1.8556  -0.70
O10 -5.7145 4.3600 0.1602  0.07
C11 -5.6504 5.6617 0.8103  -0.66
H12 -10.5863 3.9267 -1.0410  0.24
H13 -9.4502 3.5975 -2.3628  0.26
H14 -9.4525 2.5628 -0.9112  0.34
H15 -9.3638 2.9456 1.7507  0.25
H16 -8.4865 4.4774 1.8618  0.34
H17 -7.9349 3.0725 2.7969  0.26
H18 -6.3664 5.7105 1.6340  0.30
H19 -5.8620 6.4513 0.0893  0.32
H20 -4.6480 5.7986 1.2043  0.21
C12 3.2737 -1.2493 -9.2729  -0.67
O11 3.9266 -0.6930 -8.1249  -0.37
P3 4.2256 -1.7454 -6.9335  0.97
O12 4.6476 -3.0055 -7.5492  -0.73
O13 2.6874 -1.8162 -6.3998  -0.34
C13 1.9113 -0.6184 -6.2547  -0.25
O14 4.8618 -1.8146 -5.4183  -0.06
C14 5.3046 -0.5490 -4.8564  -0.50
H21 2.8349 -0.4126 -9.8135  0.24
H22 3.9976 -1.7487 -9.9113  0.27
H23 2.4895 -1.9460 -8.9816  0.33
H24 1.1891 -0.5575 -7.0698  0.26
H25 2.5302 0.2790 -6.2720  0.34
H26 1.3828 -0.6718 -5.3109  -0.14
H27 4.4676 0.1523 -4.8069  0.25
H28 6.1051 -0.1309 -5.4677  0.34
H29 5.6837 -0.7259 -3.8538  0.09
C15 -1.8669 -1.8043 1.0107  -0.65
O15 -2.2081 -2.6789 2.0905  -0.53
P4 -0.9498 -2.9400 3.0784  1.22
O16 -0.2289 -1.6631 3.1809  -0.61
O17 -0.2187 -3.9785 2.0493  -0.32
C16 -0.9750 -5.0104 1.4026  -0.70
O18 -0.4250 -3.7785 4.3956  -0.30
C17 -1.3300 -4.6775 5.0755  -0.69
H30 -2.6113 -1.9423 0.2274  0.38
H31 -1.9002 -0.7803 1.3561  0.12
H32 -0.8809 -2.0376 0.6169  0.38
H33 -1.1401 -4.7368 0.3601  0.19
H34 -1.9439 -5.1726 1.8744  0.35
H35 -0.3967 -5.9310 1.4437  0.27
H36 -1.6940 -5.4527 4.3970  0.29
H37 -2.1752 -4.1309 5.4958  0.31
H38 -0.7801 -5.1503 5.8835  0.25
C18 7.1257 -3.8386 -2.5411  -0.59
O19 7.6698 -2.6576 -1.9331  -0.28
P5 8.2818 -2.8735 -0.4500  1.07
O20 8.9872 -4.1563 -0.4464  -0.69
O21 6.8332 -2.9573 0.2957  -0.37
C19 5.7931 -2.0287 -0.0341  -0.60
O22 8.9875 -2.0381 0.7753  -0.28
C20 9.1537 -0.6079 0.6583  -0.63
H39 6.4621 -3.5054 -3.3380  0.13
H40 7.9216 -4.4391 -2.9729  0.27
H41 6.5576 -4.4304 -1.8257  0.36
H42 5.0448 -2.5292 -0.6498  0.24
H43 6.1681 -1.1629 -0.5806  0.27
H44 5.3289 -1.6951 0.8915  0.26
H45 8.1896 -0.1115 0.5216  0.29
H46 9.8148 -0.3625 -0.1736  0.29
H47 9.6024 -0.2514 1.5805  0.25

Atoms 1-2, force components in eV/Å:
-0.1 1.2 -0.9
0.0 0.7 0.1


# 3
Formula: C3H12ClO3
Source: the Open Molecules 2025 dataset
Level of theory: ωB97M-V/def2-TZVPD

Calculated values
- Molecular weight: 131.6 g mol⁻¹
- ΔE to the lowest compared entry with this formula, charge and spin: 11.2 kcal per mole
- LUMO: 3.4 eV
- Energy: -21971.8441 eV
- Net charge: -1

Last column: Mulliken charge in e.
Positions of all 19 atoms, in Å:
Cl1 0.3936 -0.6781 0.9000  -0.87
C1 2.0224 2.8116 0.2570  -0.39
O1 2.5540 3.0994 1.6051  -0.51
H1 2.7732 3.0931 -0.4814  0.25
H2 1.6973 1.7816 0.1105  0.13
H3 1.1255 3.4075 0.0880  0.21
H4 2.7806 4.0307 1.5513  0.29
C2 -1.0516 -4.1177 0.8100  -0.51
O2 0.3482 -3.8855 0.9065  -0.44
H5 -1.4062 -4.1214 -0.2207  0.22
H6 -1.2968 -5.0467 1.3248  0.22
H7 -1.5863 -3.3178 1.3222  0.22
H8 0.4836 -2.9542 0.7169  0.24
C3 -1.4519 1.2208 -1.7789  -0.46
O3 -2.0747 0.3013 -0.9281  -0.43
H9 -0.4048 0.9579 -1.9291  0.21
H10 -2.0984 1.2081 -2.6564  0.22
H11 -1.4108 2.1927 -1.2871  0.18
H12 -1.3970 0.0166 -0.3106  0.20

Atoms 1-2, force components in eV/Å:
-0.1 0.0 -0.2
0.1 0.6 0.7


# 4
Formula: C28H36BrN6OSi4TeW
Source: the Open Molecules 2025 dataset
Level of theory: ωB97M-V/def2-TZVPD

Calculated values
- Molecular weight: 976.3 g mol⁻¹
- LUMO (alpha / beta): -4.6 / -4.6 eV
- Energy: -151273.5482 eV
- Net charge: +1

Last column: Mulliken charge in e.
Positions of all 78 atoms, in Å:
W1 0.9456 0.1541 0.9750  0.96
Br1 0.7883 -7.4552 3.3327  -0.15
C1 1.0970 -6.1215 4.6322  0.04
C2 2.3000 -6.1046 5.3223  -0.47
C3 2.5152 -5.1277 6.2793  -0.23
C4 1.5582 -4.1439 6.4991  0.14
C5 0.3392 -4.1901 5.8308  -0.19
C6 0.1064 -5.1883 4.8987  -0.60
N1 1.8734 -3.1748 7.5062  -0.32
N2 1.6895 -1.9645 7.3364  -0.51
C7 1.2151 -1.4300 6.0938  -0.13
C8 0.0394 -0.7282 6.0867  -0.40
C9 -0.4642 -0.1387 4.9085  -0.65
C10 0.2639 -0.2416 3.7617  0.78
O1 -0.0905 0.2805 2.5575  -0.93
C11 1.5015 -0.9021 3.7580  0.34
N3 2.1535 -0.9036 2.5521  -0.42
C12 3.3422 -1.4903 2.4961  0.65
C13 3.9452 -2.0785 3.6095  -1.13
C14 3.2951 -2.0809 4.8175  -0.28
C15 2.0169 -1.4965 4.9175  0.34
H1 3.0488 -6.8595 5.1284  0.45
H2 3.4266 -5.1164 6.8638  0.49
H3 -0.4365 -3.4698 6.0481  0.52
H4 -0.8424 -5.2438 4.3836  0.45
H5 -0.5231 -0.6456 7.0074  0.47
H6 -1.4072 0.3900 4.9138  0.50
H7 3.8528 -1.4952 1.5454  -0.35
H8 4.9246 -2.5201 3.4965  0.49
H9 3.7632 -2.5162 5.6898  0.64
N4 2.5373 -0.3124 -0.1413  -0.89
C16 3.4784 -0.5900 -0.7987  1.13
C17 4.5412 -0.9343 -1.5414  0.10
C18 4.6593 -0.4066 -2.8607  -0.04
N5 4.7316 0.0570 -3.9100  -0.44
C19 5.4953 -1.8037 -0.9350  0.10
N6 6.1975 -2.5183 -0.3704  -0.40
C20 -3.6543 3.5180 -0.4275  -0.96
Si1 -2.7631 3.9638 -2.0109  0.42
C21 -3.9666 4.5049 -3.3390  -1.04
C22 -1.4804 5.2829 -1.6789  -1.01
Si2 -1.6969 2.0408 -2.8930  -0.25
Te1 -0.4177 1.2380 -0.7582  0.11
Si3 0.1532 2.3648 -4.3447  0.31
C23 1.4294 3.4290 -3.4857  -0.95
C24 0.8804 0.7018 -4.7797  -0.94
C25 -0.5446 3.2272 -5.8528  -1.06
Si4 -3.0364 0.1215 -3.2719  0.47
C26 -3.8003 0.3840 -4.9609  -1.03
C27 -4.3506 0.0109 -1.9455  -1.04
C28 -1.9614 -1.4080 -3.2402  -0.94
H10 -4.1196 4.4164 -0.0138  0.39
H11 -2.9695 3.1255 0.3272  0.29
H12 -4.4405 2.7805 -0.5897  0.27
H13 -4.4883 5.4084 -3.0136  0.39
H14 -4.7219 3.7421 -3.5371  0.30
H15 -3.4613 4.7360 -4.2784  0.31
H16 -1.9625 6.1454 -1.2118  0.39
H17 -1.0060 5.6279 -2.5985  0.28
H18 -0.6986 4.9337 -1.0013  0.32
H19 1.7844 2.9730 -2.5590  0.29
H20 1.0510 4.4243 -3.2516  0.29
H21 2.2936 3.5468 -4.1446  0.42
H22 1.1579 0.1239 -3.8960  0.28
H23 1.7914 0.8419 -5.3671  0.41
H24 0.1963 0.0973 -5.3770  0.30
H25 -0.9710 4.2008 -5.6040  0.30
H26 -1.3168 2.6317 -6.3432  0.31
H27 0.2551 3.3930 -6.5789  0.39
H28 -4.4043 1.2922 -4.9997  0.31
H29 -4.4538 -0.4581 -5.2019  0.39
H30 -3.0413 0.4456 -5.7430  0.29
H31 -5.0523 0.8443 -1.9977  0.28
H32 -3.9188 -0.0120 -0.9428  0.32
H33 -4.9219 -0.9110 -2.0812  0.39
H34 -1.2061 -1.4015 -4.0262  0.26
H35 -2.5910 -2.2890 -3.3901  0.38
H36 -1.4534 -1.5276 -2.2808  0.28

Atoms 1-2, force components in eV/Å:
-0.1 0.1 0.2
0.0 0.0 0.0


> Number 1 is which compound?

C5H10O


> Among the records above, which one has the lowest energy?

C28H36BrN6OSi4TeW